No. 1
A gas-phase ion, C2H2N3S2 (charge -1) in a non-equilibrium geometry, computed with wB97M-V/def2-TZVPD.

Structure (XYZ):
```
9
Properties=species:S:1:pos:R:3
C 1.13 0.28 -0.09
C -0.34 0.39 -0.11
N 1.63 -0.72 0.47
N -0.82 -0.85 0.25
N -0.01 -1.64 1.04
S 0.08 -3.25 0.79
S -1.29 1.70 -0.61
H 1.50 1.14 -0.63
H -1.66 -1.35 0.08
```

Calculated values
gap between HOMO and LUMO (alpha / beta)	6.5 / 6.5	eV
total energy	-1037.9812	Ha
max |F|	3.36	eV/Å
charge	-1
HOMO energy (alpha / beta)	-3.0987 / -3.0992	eV
2S+1	1

What are the Mulliken partial charges on each atom? They are as follows, in elementary charge units:
1. C 0.1531
2. C -0.0645
3. N -0.5708
4. N 0.0908
5. N -0.2668
6. S -0.4897
7. S -0.4112
8. H 0.3213
9. H 0.2379

***

No. 2
C3H7N in the gas phase in a non-equilibrium geometry, computed with wB97M-V/def2-TZVPD.

Structure (XYZ):
```
11
Properties=species:S:1:pos:R:3
C -1.45 -0.02 0.11
C 0.83 0.76 0.11
C 0.92 -0.70 0.10
H -2.15 -0.72 -0.32
H -1.28 -0.29 1.23
H -1.82 1.01 -0.14
H 0.45 1.07 1.12
H 1.52 1.47 -0.33
H 0.74 -1.26 1.06
H 1.69 -1.20 -0.57
N -0.14 -0.04 -0.57
```

Calculated values
gap between HOMO and LUMO	10.5	eV
total energy	-173.1889	Ha
SMILES	CN1CC1
max |F|	3.24	eV/Å
charge	0
HOMO energy	-9.2675	eV
2S+1	1

What are the Mulliken partial charges on each atom? They are as follows, in elementary charge units:
1. C -0.6500
2. C -0.4175
3. C -0.2436
4. H 0.2469
5. H 0.2611
6. H 0.2515
7. H 0.2149
8. H 0.2538
9. H 0.2055
10. H 0.2112
11. N -0.3339